{
  "formula": "C48H42AsBrN6O2PPt",
  "method": "ωB97M-V/def2-TZVPD",
  "charge": 3,
  "lumo_energy_ev": -8.72,
  "mol_weight_g_mol": 1115.782,
  "de_lowest_kcal_mol": 0.0,
  "elements": ["Pt", "C", "N", "C", "C", "N", "C", "C", "C", "C", "C", "C", "N", "C", "N", "C", "C", "C", "C", "C", "C", "N", "H", "H", "H", "H", "H", "H", "H", "H", "H", "H", "H", "H", "H", "H", "H", "Br", "C", "C", "C", "C", "C", "N", "C", "O", "O", "H", "H", "H", "C", "C", "As", "C", "C", "C", "C", "C", "C", "C", "C", "C", "C", "C", "C", "P", "C", "C", "C", "C", "C", "C", "C", "C", "C", "C", "C", "C", "H", "H", "H", "H", "H", "H", "H", "H", "H", "H", "H", "H", "H", "H", "H", "H", "H", "H", "H", "H", "H", "H", "H", "H"],
  "positions_angstrom": [[1.246942, -0.192973, -0.218734], [2.302215, 1.895928, -1.869252], [1.007654, 1.601694, -1.154624], [0.495270, 2.663263, -0.221609], [0.723725, 2.230035, 1.190695], [1.006233, 0.969078, 1.495961], [1.348099, 0.962922, 2.866398], [1.935373, 0.019248, 3.710294], [2.172477, 0.383291, 5.018428], [1.859292, 1.662129, 5.504484], [1.347196, 2.629854, 4.670663], [1.125797, 2.253688, 3.351023], [0.736998, 3.020337, 2.258731], [3.432134, 1.515527, -0.956760], [3.243113, 0.592012, -0.028032], [4.491475, 0.311516, 0.529820], [4.868697, -0.556943, 1.552588], [6.208056, -0.591988, 1.876009], [7.148968, 0.220645, 1.216933], [6.782372, 1.097710, 0.219576], [5.429865, 1.123086, -0.106881], [4.715779, 1.880320, -1.035079], [2.322443, 2.927371, -2.220289], [2.323260, 1.232248, -2.735921], [0.295492, 1.515185, -1.886293], [-0.576820, 2.794364, -0.412122], [0.984855, 3.612040, -0.440825], [2.238171, -0.955820, 3.369606], [2.623858, -0.334621, 5.689492], [2.056529, 1.897503, 6.540880], [1.153142, 3.634949, 5.019630], [0.548033, 4.011453, 2.262231], [4.146195, -1.166722, 2.078534], [6.550071, -1.251679, 2.661604], [8.188381, 0.158208, 1.507876], [7.505850, 1.730541, -0.275579], [5.109228, 2.542012, -1.688022], [-0.162964, -2.307825, 2.508476], [1.384240, -2.757218, 1.583792], [2.066784, -3.908525, 1.966669], [3.138830, -4.357055, 1.222236], [3.464594, -3.686453, 0.047464], [2.747211, -2.565356, -0.276614], [1.770066, -2.051066, 0.514641], [2.868737, -1.932354, -1.632132], [3.652167, -2.259183, -2.465307], [1.899598, -1.026964, -1.883296], [1.722953, -4.447727, 2.838071], [3.673697, -5.248384, 1.522689], [4.230814, -4.024906, -0.637394], [-2.262192, -0.347001, -0.225212], [-2.478669, -0.201062, 1.268801], [-3.978993, 1.027836, 1.776643], [-3.199615, 2.596843, 0.882759], [-3.304814, 2.903375, -0.476196], [-2.711945, 4.048866, -0.997906], [-1.998941, 4.906468, -0.166773], [-1.888070, 4.613868, 1.186277], [-2.485607, 3.469358, 1.705726], [-5.301823, 0.441753, 0.485683], [-6.186255, 1.347820, -0.094595], [-7.206812, 0.896964, -0.921125], [-7.358044, -0.459151, -1.170011], [-6.496732, -1.370735, -0.574923], [-5.476498, -0.921768, 0.251354], [-0.798416, -1.072780, -1.027095], [-0.963286, -0.466682, -2.732270], [-0.824980, -1.323012, -3.823345], [-1.000053, -0.852469, -5.118867], [-1.313288, 0.475462, -5.349883], [-1.492715, 1.335872, -4.272913], [-1.331444, 0.868481, -2.979251], [-0.793203, -2.862819, -0.987062], [-1.737145, -3.460038, -0.145907], [-1.812459, -4.841639, -0.049073], [-0.946541, -5.634873, -0.785530], [-0.006608, -5.048798, -1.627356], [0.076318, -3.671713, -1.730849], [-2.238871, 0.662061, -0.639491], [-3.101733, -0.847344, -0.724029], [-1.622745, 0.293628, 1.736178], [-2.635054, -1.149536, 1.777843], [-3.902070, 2.273740, -1.126450], [-2.846660, 4.300612, -2.043026], [-1.577662, 5.822578, -0.561749], [-1.387552, 5.309425, 1.850580], [-2.437126, 3.281905, 2.773561], [-6.102716, 2.408415, 0.112138], [-7.893733, 1.607066, -1.362097], [-8.158549, -0.807966, -1.808006], [-6.631921, -2.431355, -0.741823], [-4.839780, -1.650860, 0.744597], [-0.611765, -2.369942, -3.683671], [-0.897062, -1.538925, -5.948282], [-1.448747, 0.835496, -6.360804], [-1.794742, 2.361425, -4.439346], [-1.606424, 1.549692, -2.177625], [-2.437418, -2.856078, 0.413512], [-2.557778, -5.295333, 0.590237], [-1.011270, -6.712860, -0.719465], [0.655439, -5.666927, -2.219124], [0.811623, -3.241739, -2.395490]],
  "forces_ev_per_angstrom": [[0.8, -0.9, 0.7], [0.0, -0.1, 0.3], [0.0, 0.5, -0.2], [-0.1, -0.2, 0.1], [-0.2, -0.1, -0.3], [-0.4, 0.3, -0.2], [0.0, 0.0, 0.0], [-0.1, 0.0, 0.0], [0.0, 0.0, 0.0], [0.0, 0.0, 0.0], [0.0, 0.0, 0.0], [0.0, 0.1, 0.0], [0.2, -0.1, 0.0], [-0.1, -0.1, 0.0], [0.0, 0.2, -0.4], [-0.1, 0.0, 0.1], [0.1, 0.0, 0.0], [0.0, 0.0, 0.0], [0.0, 0.0, 0.0], [-0.1, 0.0, 0.0], [0.1, 0.0, 0.0], [0.0, 0.0, 0.0], [0.0, 0.0, 0.1], [0.0, 0.0, 0.0], [0.2, -0.1, -0.1], [0.1, 0.0, 0.0], [0.0, 0.0, 0.1], [-0.1, -0.1, -0.1], [0.0, 0.0, 0.0], [0.0, 0.0, 0.0], [0.0, 0.0, 0.0], [-0.1, 0.0, 0.0], [0.0, 0.0, 0.0], [0.0, 0.0, 0.0], [0.0, 0.0, 0.0], [0.0, 0.0, 0.0], [0.0, 0.0, 0.0], [0.1, 0.3, 0.2], [0.1, -0.2, -0.1], [-0.1, 0.0, 0.1], [0.0, 0.0, 0.0], [0.0, 0.0, 0.0], [0.0, 0.1, 0.0], [0.1, -0.2, 0.1], [-0.2, 0.3, -0.3], [0.2, -0.2, 0.1], [0.0, -0.1, -0.1], [0.0, 0.0, 0.0], [0.0, 0.0, 0.0], [0.0, 0.0, 0.0], [-0.1, 0.0, -0.1], [0.2, 0.1, 0.1], [0.0, -0.1, 0.0], [0.1, 0.0, 0.0], [0.0, 0.0, 0.0], [0.0, 0.0, 0.0], [-0.1, 0.1, 0.0], [-0.1, 0.0, 0.0], [0.0, 0.0, -0.1], [0.0, 0.0, -0.1], [0.0, 0.0, 0.0], [0.0, 0.0, 0.0], [0.0, 0.0, 0.0], [0.0, 0.0, 0.0], [0.0, 0.0, 0.0], [-0.2, 0.4, 0.1], [-0.1, -0.1, 0.0], [0.1, 0.0, 0.0], [0.0, -0.1, 0.0], [0.0, 0.1, 0.0], [0.0, 0.0, 0.0], [-0.1, 0.0, 0.1], [-0.2, 0.0, 0.2], [-0.1, -0.1, -0.2], [0.0, 0.0, 0.0], [0.0, 0.0, 0.0], [0.0, 0.0, 0.0], [0.1, 0.0, 0.1], [-0.1, 0.0, 0.0], [0.0, 0.1, 0.0], [0.1, -0.2, 0.0], [-0.1, 0.0, 0.0], [0.0, 0.0, 0.0], [0.0, 0.0, 0.0], [0.0, 0.0, 0.0], [0.0, 0.1, 0.0], [0.0, 0.0, 0.0], [0.0, 0.0, 0.0], [0.0, 0.0, 0.0], [0.0, 0.0, 0.0], [0.0, 0.0, 0.0], [0.0, 0.0, 0.0], [0.0, 0.0, 0.0], [0.0, 0.0, 0.0], [0.0, 0.0, 0.0], [0.0, 0.0, 0.0], [0.1, 0.0, 0.0], [0.0, 0.0, 0.0], [0.0, 0.0, 0.0], [0.0, 0.0, 0.0], [0.0, 0.0, 0.0], [0.0, 0.0, 0.0]]
}



{
  "formula": "C48H42CaCl5N4O6P",
  "method": "ωB97M-V/def2-TZVPD",
  "charge": -2,
  "lumo_energy_ev": 3.63,
  "mol_weight_g_mol": 1019.203,
  "de_lowest_kcal_mol": 18.3,
  "elements": ["Ca", "Cl", "C", "C", "C", "Cl", "C", "Cl", "C", "Cl", "C", "Cl", "N", "C", "C", "C", "C", "C", "C", "C", "C", "C", "C", "C", "C", "N", "C", "C", "C", "C", "N", "H", "H", "H", "H", "H", "H", "H", "H", "H", "H", "O", "C", "C", "O", "O", "C", "C", "C", "C", "C", "C", "C", "C", "C", "C", "C", "C", "H", "H", "H", "H", "H", "H", "H", "H", "H", "H", "H", "C", "O", "P", "O", "C", "O", "C", "H", "H", "H", "H", "H", "H", "H", "H", "H", "C", "N", "C", "C", "C", "C", "C", "C", "C", "C", "H", "H", "H", "H", "H", "H", "H", "H", "H", "H", "H", "H"],
  "positions_angstrom": [[0.110802, -0.580381, 0.032527], [0.151105, 0.902410, 3.589693], [-1.004811, -0.423157, 3.375193], [-1.061382, -1.050911, 2.142410], [-1.982424, -2.090328, 2.069591], [-2.059879, -3.033779, 0.574859], [-2.811730, -2.475330, 3.122031], [-3.957334, -3.770937, 2.941973], [-2.695958, -1.820760, 4.350183], [-3.678617, -2.299754, 5.699863], [-1.766462, -0.789365, 4.484434], [-1.564563, 0.001394, 6.023956], [7.877470, 6.555193, -2.480701], [7.046289, 5.822869, -2.182269], [5.990106, 4.895755, -1.804030], [4.808206, 5.376580, -1.252798], [3.794435, 4.495115, -0.910004], [3.946156, 3.126921, -1.104039], [5.138347, 2.654148, -1.647636], [6.153475, 3.530224, -2.001172], [2.848034, 2.175381, -0.742808], [3.120483, 1.293064, 0.296645], [4.326751, 1.258427, 1.079135], [4.161078, 0.252043, 1.995455], [2.863366, -0.289258, 1.743488], [2.236782, 0.321785, 0.757156], [1.677145, 2.273176, -1.512549], [1.463176, 3.190505, -2.589152], [0.198934, 2.942640, -3.073113], [-0.312711, 1.881396, -2.283585], [0.549834, 1.461568, -1.359326], [4.691240, 6.439646, -1.089589], [2.869439, 4.863283, -0.478627], [5.256631, 1.587616, -1.799172], [7.077278, 3.160596, -2.429000], [5.186570, 1.904740, 0.967572], [4.862324, -0.078876, 2.749347], [2.385467, -1.110842, 2.270681], [2.175917, 3.917217, -2.957793], [-0.315929, 3.442153, -3.881725], [-1.289189, 1.417671, -2.383543], [-1.847450, 2.261186, 0.549158], [-3.150314, 1.795373, 0.227729], [-3.083398, 0.309590, -0.276750], [-4.143990, -0.275490, -0.459253], [-1.896537, -0.123589, -0.541840], [-3.697944, 2.681949, -0.903689], [-3.980547, 4.017016, -0.611929], [-4.434632, 4.885506, -1.594201], [-4.618048, 4.428097, -2.898035], [-4.331043, 3.101679, -3.200829], [-3.875757, 2.234390, -2.209158], [-4.065305, 1.899806, 1.451715], [-3.546253, 2.204683, 2.699458], [-4.379926, 2.266023, 3.816927], [-5.740544, 2.024508, 3.692877], [-6.270510, 1.739804, 2.436358], [-5.442114, 1.686555, 1.325162], [-1.239672, 1.605850, 0.155532], [-3.828909, 4.372800, 0.404483], [-4.651533, 5.920205, -1.344287], [-4.972164, 5.102884, -3.670781], [-4.457796, 2.734353, -4.213645], [-3.659913, 1.199329, -2.467895], [-2.485136, 2.399621, 2.791311], [-3.958126, 2.496701, 4.786237], [-6.385263, 2.057263, 4.566479], [-7.334671, 1.564007, 2.322931], [-5.852118, 1.452326, 0.348252], [-0.577276, -4.085319, -2.563230], [-0.496628, -3.012843, -3.522772], [-0.588727, -1.469049, -2.990331], [-2.038858, -1.029111, -3.586120], [-3.195616, -1.777650, -3.188579], [0.243250, -0.735244, -4.180673], [1.634545, -0.473897, -3.990507], [-0.449731, -5.013500, -3.114015], [-1.551509, -4.107003, -2.066987], [0.194044, -4.010008, -1.799311], [-4.000971, -1.488749, -3.858094], [-3.476839, -1.562426, -2.156299], [-3.021674, -2.850555, -3.306794], [1.922622, 0.279807, -4.716209], [2.224824, -1.378465, -4.155928], [1.844162, -0.087725, -2.990125], [1.421797, -6.027693, 3.439766], [1.656775, -4.603018, 3.407410], [2.977621, -4.205642, 3.826332], [1.093444, -3.839802, 2.290997], [1.830445, -3.781717, 0.958631], [2.778058, -4.765240, 0.650029], [3.468580, -4.751717, -0.565598], [3.196743, -3.740032, -1.473900], [2.232240, -2.780269, -1.147716], [1.497610, -2.732445, 0.057076], [1.602143, -6.404009, 4.454066], [2.051015, -6.623567, 2.759102], [0.378521, -6.227492, 3.185722], [3.175587, -4.594808, 4.830418], [3.028209, -3.114147, 3.873505], [3.788040, -4.547828, 3.167734], [0.945539, -2.816811, 2.632064], [0.086701, -4.230572, 2.116895], [2.995981, -5.562139, 1.355096], [4.211543, -5.513967, -0.783957], [3.726529, -3.698448, -2.426820], [2.055021, -2.009162, -1.906760]],
  "forces_ev_per_angstrom": [[1.2, -0.7, -0.2], [-0.2, -0.1, -0.1], [0.0, -0.1, 0.0], [-0.4, -0.2, 0.7], [0.1, 0.1, 0.1], [-0.1, 0.1, 0.2], [0.0, -0.1, 0.0], [0.1, 0.1, 0.1], [0.1, 0.0, 0.0], [0.1, 0.1, -0.1], [0.0, 0.0, 0.0], [-0.1, -0.1, -0.1], [0.3, 0.2, -0.1], [-0.7, -0.6, 0.3], [0.4, 0.4, -0.2], [-0.2, 0.1, 0.1], [0.0, 0.2, 0.1], [-0.1, -0.2, 0.0], [0.1, 0.0, -0.1], [0.1, -0.3, 0.0], [0.0, 0.0, -0.1], [0.0, 0.1, 0.1], [-0.1, -0.1, 0.0], [-0.1, 0.0, -0.1], [-0.1, 0.0, 0.1], [0.7, 0.2, 0.2], [-0.1, -0.1, 0.0], [0.1, -0.1, 0.0], [0.0, -0.1, 0.1], [0.1, -0.1, 0.0], [0.1, 0.6, -0.3], [0.0, 0.0, 0.0], [0.1, 0.0, -0.1], [0.0, 0.1, 0.0], [0.0, 0.0, 0.0], [-0.1, 0.0, 0.0], [-0.1, 0.0, 0.0], [0.1, 0.1, -0.1], [-0.1, -0.1, 0.0], [0.0, 0.0, 0.1], [0.2, 0.0, 0.0], [-0.3, -0.2, 0.1], [0.1, 0.0, 0.0], [0.8, -0.2, -0.3], [0.0, -0.1, 0.1], [-2.3, 1.1, 0.0], [-0.1, 0.0, 0.0], [0.1, 0.0, 0.0], [0.0, -0.1, -0.1], [0.1, -0.1, 0.1], [0.0, 0.1, 0.1], [0.0, 0.0, -0.1], [0.0, -0.1, -0.2], [0.0, 0.0, 0.2], [0.0, 0.0, -0.1], [0.1, 0.0, 0.0], [0.1, 0.1, 0.0], [0.0, -0.1, 0.0], [-0.2, 0.4, 0.0], [0.0, 0.0, -0.1], [0.0, -0.1, 0.0], [0.0, 0.0, 0.0], [0.0, 0.0, 0.0], [-0.1, 0.2, 0.1], [0.0, -0.1, 0.0], [0.1, 0.0, 0.0], [0.1, 0.0, -0.1], [0.0, 0.0, 0.0], [0.1, 0.0, 0.1], [-0.1, 0.1, 0.0], [0.0, -0.4, 0.1], [0.2, 0.0, 0.0], [0.0, 0.0, -0.1], [0.2, -0.1, 0.1], [0.0, 0.0, -0.1], [-0.2, -0.1, 0.1], [0.0, 0.0, -0.1], [0.0, 0.0, -0.1], [0.0, 0.1, 0.0], [-0.1, 0.1, 0.0], [0.0, 0.0, 0.0], [0.0, 0.0, -0.1], [0.0, 0.1, -0.1], [0.0, 0.0, 0.0], [-0.1, 0.0, 0.0], [0.0, 0.1, 0.0], [0.0, 0.0, -0.1], [-0.1, 0.1, 0.1], [0.0, -0.2, 0.0], [0.1, -0.1, -0.3], [0.0, 0.1, -0.2], [-0.1, 0.1, 0.2], [-0.1, 0.1, 0.1], [0.1, 0.1, 0.1], [0.5, -0.5, -0.1], [0.0, 0.0, 0.0], [0.0, 0.0, 0.0], [0.0, 0.0, 0.0], [0.0, 0.0, 0.0], [0.0, -0.1, 0.0], [0.1, 0.0, 0.0], [0.0, 0.2, 0.1], [0.0, 0.0, 0.0], [0.0, 0.1, -0.1], [0.0, 0.0, 0.0], [-0.1, 0.0, 0.1], [0.0, -0.1, 0.2]]
}